(1)
Density functional theory data (the ωB97M-V functional and the def2-TZVPD basis) for a 2-piece molecular cluster, C2H2BrCl3 overall in a non-equilibrium geometry.

Values from the calculation:
E_HOMO (spin up / spin down) ... -11.4 / -8.5 eV
Spin multiplicity ... 1
E ... -109712.337 eV
Charge ... 0
LUMO (spin up / spin down) ... -1.146 / -4.110 eV
Relative energy (zero: lowest compared OMol25 entry of this formula, charge and spin) ... 348.0 kJ/mol
Gap between HOMO and LUMO (spin up / spin down) ... 10.20 / 4.43 eV

CARTESIAN COORDINATES (ANGSTROEM)
C  0.318785  -0.061095  -0.881071
C  -0.690258  0.050544  0.110835
Cl  1.760654  -0.983637  -0.148789
Cl  -0.522382  -1.064759  -2.063457
Cl  -2.539224  4.417254  1.351523
Br  -1.510787  1.683765  0.408320
H  0.684726  0.967840  -1.401353
H  -0.911352  -0.853850  0.743819

Forces on the atoms, in the same order (eV/Å):
C 2.12 1.53 -1.31
C -1.01 0.12 2.43
Cl -0.67 0.71 -0.73
Cl 0.29 -0.51 -1.09
Cl 0.15 -0.10 0.05
Br -0.16 -0.42 -0.08
H -0.78 -2.69 1.42
H 0.06 1.37 -0.68

***

(2)
Density functional theory data (the ωB97M-V functional and the def2-TZVPD basis) for one molecule with the formula C2H9BN2O2 in a non-equilibrium geometry.

Values from the calculation:
E_HOMO ... -9.4 eV
Spin multiplicity ... 1
E ... -9970.220 eV
Charge ... 0
LUMO ... 0.659 eV
Relative energy (zero: lowest compared OMol25 entry of this formula, charge and spin) ... 184.3 kJ/mol
Gap between HOMO and LUMO ... 10.01 eV

CARTESIAN COORDINATES (ANGSTROEM)
B  1.934901  -0.078226  -0.716056
C  -2.111475  0.525474  -0.065141
C  0.254150  0.506236  -0.975874
N  -0.582924  -0.976545  0.724852
N  -0.699534  0.151173  -0.183517
O  1.958373  0.889603  0.394284
O  1.959697  -1.414967  -0.234243
H  -2.419114  0.703476  0.986823
H  -2.536975  1.456605  -0.685350
H  -2.706534  -0.305370  -0.420039
H  0.174172  1.415947  -1.526186
H  2.986380  0.123413  -1.481059
H  0.357315  -1.259319  0.653593
H  -0.771194  -0.630581  1.758736
H  2.767657  1.331059  0.316095
H  2.903713  -1.784517  -0.241680

Forces on the atoms, in the same order (eV/Å):
B 0.26 1.06 0.15
C -1.81 2.71 -1.16
C 1.56 -1.60 0.74
N -1.70 1.45 1.57
N -0.73 -0.51 0.93
O -0.92 -0.33 0.37
O 1.86 -1.93 -0.17
H 0.60 -0.08 -0.56
H 1.75 -1.85 1.20
H 0.09 -0.33 -0.01
H -0.88 0.41 -0.59
H -1.80 0.08 0.19
H 1.71 -0.75 0.11
H 0.64 -0.51 -2.92
H 1.72 1.25 0.17
H -2.36 0.91 -0.03

***

(3)
Density functional theory data (the ωB97M-V functional and the def2-TZVPD basis) for a 8-piece molecular cluster, C35H91N5O11 overall in a non-equilibrium geometry.

Values from the calculation:
E_HOMO ... -8.6 eV
Spin multiplicity ... 1
E ... -67733.686 eV
Charge ... 0
SMILES string ... COC[C@H](C)N.COC[C@H](C)N.COCCNCCOC.COCCNCCOC.COCCNCCOC.CC(C)O.CC(C)O.CC(C)O
LUMO ... 0.169 eV
Relative energy (zero: lowest compared OMol25 entry of this formula, charge and spin) ... 367.2 kJ/mol
Gap between HOMO and LUMO ... 8.74 eV

CARTESIAN COORDINATES (ANGSTROEM)
C  -4.760951  -3.619179  -22.521367
O  -4.266955  -4.840345  -21.916242
C  -3.977890  -4.756122  -20.557938
C  -3.521261  -6.105928  -19.932393
C  -4.459907  -7.303024  -20.026254
N  -3.128852  -5.897570  -18.579146
H  -4.186254  -2.774818  -22.140727
H  -5.769155  -3.410709  -22.163371
H  -4.652635  -3.601642  -23.605830
H  -3.085286  -4.132229  -20.604005
H  -4.769403  -4.345462  -19.931073
H  -2.636375  -6.372804  -20.510209
H  -4.705103  -7.661645  -21.025938
H  -5.416262  -7.110556  -19.540027
H  -3.985829  -8.104800  -19.460122
H  -2.490508  -5.151378  -18.342898
H  -3.929286  -5.525400  -18.088332
C  -7.559262  -0.040837  -16.479010
O  -7.633834  -1.330112  -17.098376
C  -8.805575  -2.204470  -16.815493
C  -9.902787  -1.835725  -17.787912
C  -11.097899  -2.759812  -17.651258
N  -9.371613  -2.024418  -19.122135
H  -7.183228  0.075517  -15.462576
H  -8.516649  0.479232  -16.446772
H  -6.679432  0.386414  -16.960128
H  -8.374534  -3.199606  -16.925145
H  -9.223303  -2.055535  -15.819786
H  -10.203786  -0.806976  -17.589967
H  -11.648050  -2.493467  -16.748749
H  -10.809383  -3.771504  -17.366069
H  -11.768604  -2.700113  -18.508387
H  -9.911220  -1.448233  -19.752149
H  -8.440593  -1.633419  -19.142152
C  -16.511280  -0.885406  -13.028320
O  -16.459257  -1.840756  -14.116942
C  -17.508144  -2.862236  -13.999269
C  -17.476506  -3.944929  -15.151599
N  -18.751801  -4.740277  -15.158077
C  -18.977317  -5.363570  -16.426302
C  -18.104517  -6.564870  -16.805390
O  -18.544792  -6.922801  -18.087973
C  -17.807370  -7.818951  -18.844116
H  -15.545481  -0.407599  -12.863916
H  -16.798248  -1.417636  -12.121412
H  -17.398274  -0.301012  -13.272963
H  -18.502822  -2.417630  -13.967061
H  -17.385476  -3.382921  -13.049562
H  -16.593670  -4.583159  -15.114654
H  -17.315370  -3.404546  -16.084401
H  -19.493362  -4.072384  -15.002883
H  -18.933611  -4.695830  -17.286726
H  -20.023436  -5.669479  -16.413401
H  -18.179229  -7.386503  -16.093061
H  -17.067631  -6.228905  -16.794913
H  -17.851089  -8.733256  -18.252303
H  -16.782133  -7.526082  -19.070446
H  -18.310424  -7.873666  -19.809542
C  -15.768499  -0.166307  -21.452935
O  -16.590479  -1.244411  -21.828332
C  -17.695231  -0.779605  -22.648865
C  -18.504018  -2.009195  -23.120535
N  -17.538198  -2.878198  -23.784441
C  -17.967795  -4.234709  -23.941414
C  -16.886733  -5.165499  -24.506217
O  -17.270193  -6.504513  -24.442455
C  -16.330294  -7.308835  -25.121040
H  -16.211431  0.616896  -20.837709
H  -15.351303  0.286775  -22.352244
H  -14.918962  -0.632168  -20.953557
H  -17.306549  -0.135939  -23.437992
H  -18.356047  -0.034857  -22.205258
H  -19.352550  -1.740776  -23.749856
H  -18.910583  -2.458684  -22.214579
H  -16.618457  -2.896222  -23.367472
H  -18.823100  -4.161333  -24.613104
H  -18.281912  -4.715462  -23.014966
H  -15.979789  -4.977856  -23.931472
H  -16.695342  -4.915452  -25.549747
H  -16.528198  -8.306998  -24.730402
H  -15.311419  -7.098726  -24.795689
H  -16.478403  -7.165139  -26.191330
C  -4.516104  -5.151543  -9.530393
O  -3.360895  -4.437691  -9.826995
C  -3.606365  -3.107214  -10.190042
C  -3.593298  -2.951506  -11.739759
N  -2.214615  -2.857668  -12.270212
C  -2.153719  -1.973108  -13.411810
C  -0.765731  -2.180857  -14.065333
O  -0.883827  -3.121399  -15.087919
C  0.252502  -3.187507  -15.867023
H  -5.059140  -4.720995  -8.689056
H  -4.121433  -6.151821  -9.352111
H  -5.244024  -5.248344  -10.335906
H  -2.907521  -2.453431  -9.668231
H  -4.587272  -2.835705  -9.799919
H  -4.158206  -2.065370  -12.029159
H  -4.106613  -3.856187  -12.065574
H  -1.915471  -3.722907  -12.696785
H  -2.328021  -0.982701  -12.991315
H  -2.912578  -2.274535  -14.133882
H  0.027497  -2.419949  -13.357007
H  -0.571608  -1.220163  -14.542269
H  1.212279  -2.903634  -15.435337
H  -0.000305  -2.462916  -16.641081
H  0.287074  -4.030939  -16.556605
C  -6.370774  2.918253  -9.661767
C  -6.997086  3.755107  -10.813240
C  -7.457356  5.150323  -10.458051
O  -6.021165  3.922005  -11.850090
H  -6.152967  1.891865  -9.957019
H  -7.071108  3.038477  -8.835216
H  -5.396344  3.292758  -9.348194
H  -7.843538  3.178102  -11.185664
H  -7.760610  5.680623  -11.360788
H  -6.756013  5.737573  -9.865295
H  -8.295136  5.088599  -9.763494
H  -5.230710  4.327023  -11.485753
C  -9.580785  -7.675765  -21.295554
C  -9.327648  -7.017597  -22.702220
C  -9.813235  -7.938899  -23.778297
O  -10.167736  -5.923372  -22.745227
H  -10.590294  -8.061050  -21.152198
H  -9.339278  -7.023746  -20.456124
H  -9.153510  -8.677264  -21.345899
H  -8.302570  -6.784249  -22.990092
H  -9.148523  -8.778486  -23.981639
H  -9.962329  -7.455772  -24.743940
H  -10.836276  -8.283459  -23.627452
H  -9.945682  -5.407609  -21.966591
C  -10.861015  -3.073373  -10.424116
C  -11.509927  -3.771042  -9.163782
C  -11.848594  -5.199809  -9.323874
O  -10.613725  -3.685109  -8.140206
H  -10.275070  -2.180397  -10.206529
H  -11.596921  -2.842991  -11.194482
H  -10.150420  -3.763228  -10.879378
H  -12.349904  -3.137333  -8.879263
H  -11.102350  -5.775309  -9.871622
H  -12.789690  -5.293717  -9.865730
H  -11.977742  -5.670508  -8.349266
H  -10.732467  -2.772872  -7.865764

Forces on the atoms, in the same order (eV/Å):
C 0.62 -0.24 1.53
O -1.43 -0.18 -1.93
C 0.97 -0.43 -0.11
C 0.40 0.58 -2.11
C -0.32 0.10 0.45
N -0.48 0.20 1.87
H 0.40 0.16 0.02
H -0.34 -0.23 -0.40
H -0.20 -0.58 0.18
H 0.14 0.54 1.23
H -0.32 0.35 -0.09
H 0.22 -0.13 0.01
H 0.34 0.31 -0.11
H -0.12 0.17 0.15
H -0.03 -0.12 -0.11
H 0.78 0.00 -0.95
H -0.66 -0.47 0.38
C 0.63 -0.51 -0.05
O -0.88 -0.50 1.31
C 1.09 1.73 -0.01
C 0.18 -1.25 -0.42
C -0.34 0.21 1.49
N 0.17 0.38 -0.56
H -0.26 -1.30 0.77
H 0.14 0.38 -0.79
H -0.75 0.81 -0.80
H -0.48 -0.08 -0.15
H 0.46 -0.04 0.37
H -0.03 0.25 0.08
H -0.44 0.44 -0.03
H 0.23 -0.27 -0.88
H 0.14 -0.25 0.06
H -0.12 -0.10 -0.37
H 0.28 0.06 -0.06
C -1.33 -1.74 -0.69
O -0.44 -1.11 0.15
C 1.11 -0.50 -0.36
C -0.29 1.08 0.49
N 2.02 1.03 0.60
C -1.07 -0.75 -0.67
C -0.03 0.62 0.25
O -0.64 1.51 0.01
C -0.15 -0.45 0.28
H -0.33 0.22 -0.49
H 0.28 -0.10 0.35
H 0.47 1.06 0.28
H -0.13 0.38 -0.22
H 0.10 -0.01 0.21
H -0.15 -0.20 0.60
H -0.37 0.26 -0.37
H -0.19 -0.05 0.06
H 0.35 0.44 -0.13
H -0.06 -0.41 -0.07
H -0.18 -0.21 0.13
H 0.38 -0.10 -0.26
H 0.47 -0.72 -0.68
H 0.27 0.21 0.38
H -0.10 -0.44 0.14
C 1.06 -0.60 -0.45
O -1.79 0.91 -0.26
C -0.15 -0.11 -0.22
C 2.04 0.54 0.63
N 0.23 -0.22 -0.56
C -0.53 -0.75 -0.59
C -0.52 1.25 -0.33
O -0.09 0.14 0.54
C -0.50 -0.32 0.94
H -0.37 -0.20 0.14
H -0.02 0.35 -0.19
H -0.06 0.23 0.35
H 0.46 -0.61 -0.76
H -0.15 -0.30 1.18
H 0.21 0.08 -0.27
H -0.17 -0.28 0.24
H -0.18 0.64 0.50
H -0.23 -0.64 -0.06
H -0.33 0.03 0.41
H 0.42 -0.13 0.10
H 0.22 0.28 -0.21
H -0.09 -0.26 -0.73
H 0.22 0.37 -0.25
H 0.34 -0.42 -0.15
C 0.14 -0.92 0.03
O 0.63 0.29 -0.15
C -0.44 0.56 -0.63
C 0.87 -0.38 1.41
N -0.70 -0.48 0.25
C 0.99 -0.65 0.54
C -1.38 1.87 -0.36
O -0.55 -1.81 1.45
C -0.27 1.22 -2.69
H 0.09 -0.14 0.37
H -0.53 -0.12 0.48
H 0.04 0.25 -0.51
H 0.37 -0.04 -0.33
H -0.34 0.21 -0.11
H -0.03 0.01 -0.06
H -0.20 0.07 -0.51
H -0.19 -0.70 0.70
H 0.17 0.34 -0.69
H -0.14 0.51 -0.44
H -0.08 -0.07 0.19
H 0.65 0.34 -0.05
H -0.11 -0.41 0.40
H 0.86 0.96 -0.34
H 0.12 -0.91 1.04
C -0.45 0.98 -0.38
C 1.83 0.06 0.39
C -0.81 -0.15 1.11
O -0.39 -0.76 -0.78
H -0.59 -0.06 0.03
H 0.18 -0.66 0.31
H -0.04 0.50 0.03
H 0.16 0.08 -0.50
H 0.07 0.01 0.14
H 0.58 -0.05 -0.41
H -0.46 0.00 -0.17
H -0.05 0.04 0.23
C 0.59 -0.96 -1.37
C -1.29 -1.84 0.88
C -0.71 -0.69 -1.29
O -0.38 1.88 -0.24
H -0.66 1.03 -0.49
H 0.46 -0.37 0.03
H 1.26 0.20 0.77
H 0.39 0.24 0.80
H -0.03 -0.11 0.30
H 0.59 0.57 -0.03
H 0.05 -0.35 0.66
H -0.25 0.43 0.01
C -0.43 -1.12 -0.12
C 0.21 1.63 -2.18
C -0.98 -0.96 -0.60
O 1.47 0.63 2.11
H -0.34 0.11 0.41
H -0.12 0.09 0.02
H 0.07 -0.16 0.01
H -0.74 -0.36 -0.21
H 0.19 0.18 0.01
H -0.04 -0.17 -0.10
H -0.04 0.11 0.02
H 0.76 0.02 0.61

***

What is the E in the first record?
-109712.337 eV